1.
This record from the Open Molecules 2025 dataset describes a molecular structure, C24H56N9O11Y in a non-equilibrium geometry. The level of theory is ωB97M-V with the def2-TZVPD basis set.

ΔE to the lowest compared entry with this formula, charge and spin ... 22.450 eV
HOMO energy ... -12.55 eV
Orbital gap ... 1.345 eV

ORCA input file:
```
! RIJCOSX wB97M-V def2-TZVPD def2/J DEFGRID3
* xyz 2 1
Y 1.62719 5.69655 2.63103
N 0.81167 0.70512 -0.08773
O 0.85487 1.82251 0.46002
O 1.91847 0.14182 -0.21267
O -0.26646 0.27701 -0.47367
C -4.90140 7.36737 4.35958
C -4.24607 6.35549 3.39176
O -3.05191 6.25926 3.36617
N -5.07635 5.56298 2.72143
C -4.71236 4.58297 1.75392
H -5.93149 7.09780 4.59278
H -4.82517 8.34133 3.87617
H -4.38219 7.32344 5.31696
H -6.03722 5.79564 2.92804
H -5.69954 4.25023 1.43317
H -4.12585 3.72910 2.09304
H -4.23259 4.93002 0.83877
C -3.64612 -5.96479 -4.73807
C -2.74187 -5.07056 -5.49613
O -2.20708 -5.40679 -6.51904
N -2.46916 -3.90979 -4.93474
C -1.44552 -2.89592 -5.28142
H -4.55018 -6.04084 -5.34222
H -3.88093 -5.58970 -3.74194
H -3.24873 -6.97648 -4.65653
H -3.06563 -3.76106 -4.13337
H -0.58495 -3.06644 -4.63455
H -1.84517 -1.88939 -5.15786
H -1.15900 -3.15323 -6.30113
C -0.13465 -10.26133 -0.14986
C 0.24248 -8.76947 0.06841
O 1.42181 -8.45869 0.43130
N -0.68659 -7.86867 -0.15708
C -0.52492 -6.43484 -0.04114
H 0.65326 -10.83677 -0.63583
H -1.11856 -10.31205 -0.61615
H -0.36350 -10.70690 0.81823
H -1.63244 -8.21558 -0.22861
H -1.46092 -5.90773 -0.22595
H 0.13709 -6.08539 -0.83344
H -0.13502 -6.11844 0.92632
C -6.33733 -2.28666 0.04734
C -6.69537 -1.27336 -0.98561
O -7.90377 -1.01276 -1.05374
N -5.70811 -0.67504 -1.67217
C -5.94092 0.20239 -2.80144
H -5.27507 -2.49209 0.17962
H -6.69387 -3.27812 -0.23191
H -6.67162 -2.08664 1.06535
H -4.72201 -0.81282 -1.50261
H -5.61190 -0.28339 -3.72006
H -5.28630 1.07381 -2.78734
H -7.00879 0.40939 -2.87155
C -0.87807 -0.63491 5.50808
C -0.06844 0.53320 6.08273
O -0.08697 1.59714 5.53818
N 0.63478 0.35444 7.17819
C 0.78378 -0.89810 7.94029
H -1.45520 -1.12728 6.29076
H -0.33955 -1.44875 5.02250
H -1.54860 -0.27696 4.72684
H 1.14821 1.14925 7.53141
H 1.83933 -1.16467 7.99369
H 0.33642 -1.81161 7.54853
H 0.23816 -0.70083 8.86305
C 6.31592 0.51658 4.05419
C 6.46025 1.87703 3.33095
O 5.47241 2.63505 3.22893
N 7.59210 2.24152 2.80189
C 8.92110 1.61495 2.94942
H 6.52463 0.71390 5.10567
H 6.99572 -0.23318 3.64942
H 5.28018 0.21673 3.89474
H 7.62422 3.21035 2.51828
H 9.48394 2.49263 3.26720
H 9.32423 1.18003 2.03485
H 8.93322 0.90584 3.77715
C 7.42087 -2.77683 -1.60590
C 6.97570 -2.38924 -3.02268
O 7.56191 -2.90190 -4.03431
N 6.02713 -1.50515 -3.20500
C 5.63493 -1.08121 -4.51513
H 7.44799 -1.86967 -1.00221
H 8.27337 -3.45603 -1.61297
H 6.57097 -3.28203 -1.14704
H 5.26862 -1.31522 -2.56572
H 5.13439 -1.90231 -5.02832
H 6.48857 -0.69825 -5.07438
H 4.80531 -0.37532 -4.55463
C -0.53473 6.54527 -3.82487
C -0.54732 7.58922 -2.73778
O -0.26577 7.23248 -1.59964
N -0.69503 8.85204 -3.02089
C -0.56711 9.38320 -4.34610
H 0.06409 6.89389 -4.66629
H -1.52642 6.41100 -4.25685
H -0.19182 5.53087 -3.62116
H -0.48372 9.49917 -2.27479
H -1.54138 9.23734 -4.81259
H 0.17036 8.94761 -5.02027
H -0.44493 10.46622 -4.36125
*
```

Löwdin population analysis, charges in e, atoms 1 to 5: 1.53 -0.59 0.08 0.13 0.14

2.
This record from the Open Molecules 2025 dataset describes a molecular structure, C24H58AsBF6N2NaO4 in a non-equilibrium geometry. The level of theory is ωB97M-V with the def2-TZVPD basis set.

HOMO energy ... -5.86 eV
Orbital gap ... 7.340 eV

ORCA input file:
```
! RIJCOSX wB97M-V def2-TZVPD def2/J DEFGRID3
* xyz -1 1
Na -3.66205 3.64616 0.78282
B -4.35979 2.62668 -1.99112
H -4.86019 3.16259 -1.02414
H -5.08056 1.72489 -2.36083
H -4.23630 3.41890 -2.89949
H -3.27731 2.23316 -1.63126
As -0.36686 1.10910 -0.20441
F -1.44037 2.41712 0.32216
F 0.73085 2.34199 -0.72776
F 0.68555 -0.19979 -0.62191
F -1.57454 -0.03167 0.29471
F -1.04839 1.13492 -1.75810
F 0.35757 1.07625 1.37393
C 2.73265 -5.90114 -1.79775
C 1.32229 -5.53770 -2.31605
N 1.26543 -4.84291 -3.57734
C 2.03160 -3.62342 -3.64157
C 1.58997 -2.61155 -2.59153
C 1.41725 -5.70430 -4.73611
C 0.74974 -5.14312 -5.97631
H 2.64799 -6.59245 -0.96111
H 3.24461 -5.01102 -1.41836
H 3.35560 -6.27820 -2.61008
H 0.75755 -6.46981 -2.38426
H 0.81670 -4.95619 -1.53892
H 3.12359 -3.80246 -3.54900
H 1.92774 -3.16051 -4.62351
H 1.90823 -1.60531 -2.85475
H 0.50003 -2.57477 -2.66882
H 1.91844 -2.91016 -1.60046
H 0.95794 -6.66638 -4.50742
H 2.48725 -5.90406 -4.93290
H 0.75459 -5.84485 -6.80866
H 1.05409 -4.14003 -6.28044
H -0.30644 -4.92999 -5.75025
C -5.18108 1.36915 4.81631
C -4.82323 2.43482 3.77794
N -3.97644 2.01445 2.68447
C -4.51821 0.90936 1.88442
C -5.87702 1.22209 1.23751
C -2.59563 1.72212 3.08520
C -1.76239 2.90217 3.55588
H -4.28359 0.81689 5.09798
H -6.00225 0.69570 4.57480
H -5.49258 1.85413 5.74954
H -5.71833 2.97647 3.45212
H -4.30633 3.23401 4.32354
H -3.82051 0.76996 1.05784
H -4.62215 -0.00297 2.48578
H -6.68826 1.08452 1.95219
H -5.87331 2.22562 0.81161
H -5.98941 0.56452 0.37782
H -2.09279 1.29496 2.22092
H -2.55670 0.86806 3.78561
H -1.64630 3.62542 2.74451
H -0.76622 2.49317 3.73065
H -2.14189 3.40180 4.44504
C 1.74973 0.81688 -3.60135
C 1.90523 2.29510 -3.79387
O 0.99690 2.99833 -4.16106
C 3.27709 2.89845 -3.53148
H 0.70284 0.52128 -3.55219
H 2.22591 0.49900 -2.67243
H 2.18727 0.22715 -4.41400
H 3.75509 2.95990 -4.51562
H 3.89479 2.31106 -2.85855
H 3.12681 3.92478 -3.20438
C -0.27997 -2.85832 1.72853
C -1.58981 -3.44115 2.22351
O -1.61273 -4.50065 2.80936
C -2.81957 -2.56455 2.13065
H 0.41632 -3.62341 1.40061
H 0.12959 -2.43833 2.65561
H -0.47222 -2.05459 1.02369
H -2.87519 -2.12554 1.13510
H -2.69118 -1.77001 2.86776
H -3.68481 -3.18042 2.35845
C 1.98466 4.79289 1.00771
C 3.44282 5.00236 0.66947
O 3.97858 6.07566 0.82902
C 4.16942 3.82583 0.06428
H 1.82613 4.00225 1.74815
H 1.43580 4.51270 0.11048
H 1.66276 5.70565 1.50808
H 5.04049 4.15944 -0.49246
H 3.47376 3.21035 -0.50625
H 4.51279 3.20799 0.90182
C 3.39347 0.84244 2.10751
C 4.39323 1.17991 3.17567
O 4.82877 2.29928 3.31994
C 5.07264 -0.00676 3.82677
H 3.84842 0.29922 1.28024
H 2.89598 1.74693 1.76068
H 2.57241 0.21562 2.46743
H 5.72829 0.31513 4.63374
H 5.65751 -0.49237 3.04521
H 4.35016 -0.71588 4.23355
*
```

Löwdin population analysis, charges in e, atoms 1 to 5: 0.53 -0.42 -0.10 -0.06 -0.06

3.
This record from the Open Molecules 2025 dataset describes 4 unconnected molecules or ions with the total composition C24H58FN3O3P. The level of theory is ωB97M-V with the def2-TZVPD basis set.

HOMO energy ... -2.91 eV
Orbital gap ... 5.523 eV

ORCA input file:
```
! RIJCOSX wB97M-V def2-TZVPD def2/J DEFGRID3
* xyz -1 1
C -0.15798 3.24086 0.98244
C -1.09246 2.19012 0.37572
C -1.17908 0.98498 1.30852
C -0.73335 1.79570 -1.07257
C 0.77451 1.69975 -1.44234
C 1.29370 0.38664 -1.97572
F 0.34280 -0.06289 -2.99431
P 1.56672 -0.94325 -0.90891
O 2.37960 -2.10221 -1.32406
O 0.13963 -1.50130 -0.27455
O 2.24139 -0.27314 0.42941
H -0.63657 3.72129 1.84010
H 0.74737 2.76195 1.36868
H 0.14377 4.00422 0.26296
H -2.09812 2.62691 0.34103
H -1.87293 0.24434 0.90980
H -0.21093 0.49655 1.43294
H -1.54032 1.28618 2.29842
H -1.19560 0.83169 -1.29725
H -1.20964 2.52097 -1.74026
H 0.97851 2.47345 -2.19488
H 1.41042 1.99439 -0.59947
H 0.29924 -1.87717 0.59473
H 1.81933 0.56324 0.64407
C -3.25532 -2.22488 1.20192
C -3.08081 -2.21392 2.71033
N -4.34092 -2.25623 3.43902
C -4.20840 -1.94269 4.84956
C -3.39531 -2.90019 5.73009
C -5.22236 -3.36360 3.10799
C -4.67244 -4.78716 3.26674
H -3.92140 -1.41993 0.88633
H -2.28946 -2.07688 0.71689
H -3.66058 -3.16868 0.83342
H -2.58198 -1.28434 2.99972
H -2.39572 -3.02890 2.99446
H -5.21696 -1.84536 5.26326
H -3.75351 -0.94935 4.91208
H -3.92483 -3.83334 5.92033
H -3.19476 -2.43111 6.69572
H -2.43378 -3.14157 5.27530
H -5.54303 -3.23650 2.07172
H -6.12396 -3.24904 3.71667
H -3.67413 -4.87619 2.83578
H -5.31914 -5.49312 2.74160
H -4.61765 -5.09992 4.30877
C -0.69928 -2.55191 -5.48181
C -0.92056 -2.17034 -6.93601
N -1.66802 -0.93182 -7.08491
C -2.14151 -0.69253 -8.43261
C -1.10148 -0.48040 -9.54203
C -1.10585 0.21627 -6.38336
C 0.32688 0.63549 -6.73090
H -1.64912 -2.59364 -4.94652
H -0.22745 -3.53420 -5.42558
H -0.05101 -1.85018 -4.95654
H -1.50317 -2.95198 -7.43569
H 0.05603 -2.14457 -7.44719
H -2.80806 0.17491 -8.39999
H -2.76504 -1.54960 -8.71037
H -0.61570 0.49148 -9.46689
H -1.58785 -0.53537 -10.51911
H -0.32661 -1.24783 -9.51346
H -1.14364 0.01292 -5.31229
H -1.78330 1.05932 -6.54983
H 0.99712 -0.22359 -6.77935
H 0.70688 1.28984 -5.94516
H 0.38554 1.17226 -7.67845
C 4.92347 1.07131 5.90680
C 4.68893 1.28003 4.41867
N 3.97110 2.50888 4.12568
C 3.46905 2.57117 2.76077
C 4.48528 2.61571 1.61545
C 4.56866 3.72807 4.64258
C 6.01317 4.04688 4.23360
H 3.98223 1.13572 6.45522
H 5.35718 0.08490 6.07721
H 5.61285 1.80813 6.32256
H 4.07636 0.46072 4.03406
H 5.65411 1.20696 3.89259
H 2.80892 3.44035 2.68746
H 2.82902 1.69416 2.62129
H 4.95556 3.59680 1.54213
H 3.98338 2.41704 0.66680
H 5.26299 1.86022 1.73009
H 4.52489 3.68989 5.73441
H 3.91486 4.55293 4.34722
H 6.65562 3.16978 4.32942
H 6.41855 4.82430 4.88512
H 6.08547 4.40117 3.20676
*
```

Löwdin population analysis, charges in e, atoms 1 to 5: -0.09 -0.42 -0.08 -0.17 -0.25

4.
This record from the Open Molecules 2025 dataset describes a molecular structure, C24H58GeN4OOsSi3. The level of theory is ωB97M-V with the def2-TZVPD basis set.

ΔE to the lowest compared entry with this formula, charge and spin ... 0.000 eV
HOMO energy (alpha / beta) ... -20.12 / -20.16 eV
Orbital gap (alpha / beta) ... 7.290 / 5.481 eV

ORCA input file:
```
! RIJCOSX wB97M-V def2-TZVPD def2/J DEFGRID3
* xyz 4 5
Os -0.69551 -0.54616 -0.62696
C -1.96776 -3.38111 -2.17391
O -1.80779 -1.94725 -1.95780
Si -2.52254 -0.68720 -2.86961
C -4.34794 -0.89240 -2.96405
C -1.79063 -0.66593 -4.56684
C -1.72474 0.69038 -1.60407
Si -3.07244 0.99602 -0.01154
C -3.35436 -0.73188 0.71844
C -4.66677 1.58831 -0.75283
C -2.51307 2.34820 1.14182
Si -1.21499 2.40585 -2.49952
C -2.74069 3.00672 -3.36743
C 0.11980 1.99834 -3.76318
C -0.53097 3.57852 -1.22887
H -3.02579 -3.62924 -2.12426
H -1.43957 -3.90522 -1.38149
H -1.56313 -3.65174 -3.14769
H -4.53040 -1.73798 -3.63597
H -4.80730 -0.02473 -3.44299
H -4.86103 -1.09427 -2.02784
H -2.30164 -1.44141 -5.14613
H -0.72361 -0.86856 -4.63112
H -1.98740 0.27592 -5.08292
H -4.16693 -1.20890 0.16718
H -3.68823 -0.60304 1.75240
H -2.55335 -1.48525 0.76418
H -5.11807 1.01623 -1.55187
H -4.61063 2.63635 -1.03674
H -5.34928 1.53605 0.10738
H -1.44398 2.46475 1.30080
H -2.99266 2.18613 2.11109
H -2.89971 3.29513 0.76248
H -3.22957 2.25612 -3.99228
H -2.41295 3.80139 -4.04619
H -3.48527 3.44762 -2.70908
H -0.22150 2.35282 -4.73869
H 0.36620 0.94662 -3.89664
H 1.03636 2.55054 -3.54280
H -1.30893 4.07891 -0.65507
H 0.02737 4.36000 -1.75126
H 0.16098 3.10034 -0.53028
C 3.26796 1.62455 4.99040
C 2.09310 2.43560 4.56211
C 0.84730 1.49672 3.81734
C 1.33439 1.15507 2.48260
Ge -0.22958 -0.18593 1.91053
C 0.04153 -2.02253 2.57717
C 0.22548 -2.08137 4.10913
C 1.68303 -1.93537 4.53533
C 1.84979 -1.89616 6.04888
H 3.86138 2.26056 5.66120
H 3.92465 1.33746 4.17049
H 2.98187 0.75030 5.57557
H 2.30807 3.23413 3.85685
H 1.47966 2.79473 5.39181
H -0.01151 2.16319 3.82972
H 0.75370 0.67681 4.52849
H 2.22682 0.53203 2.45321
H 1.34082 1.97533 1.76833
H -1.44362 0.40864 2.61320
H 0.87266 -2.53967 2.09600
H -0.87631 -2.54892 2.29104
H -0.14929 -3.04365 4.46399
H -0.40151 -1.32882 4.60002
H 2.12199 -1.02987 4.09386
H 2.25346 -2.77356 4.12315
H 1.26585 -1.08669 6.49521
H 2.89312 -1.75950 6.33139
H 1.51037 -2.82744 6.50264
C 2.14653 -1.78068 -0.29047
N 1.33720 -0.87207 -1.20239
C 2.11738 0.45313 -1.31400
N 3.46344 0.25681 -1.76861
C 4.19022 -0.62829 -0.86108
N 3.47761 -1.91778 -0.82641
C 3.55905 -2.66519 -2.08901
N 2.81827 -1.71147 -2.90670
C 1.42936 -1.56987 -2.54553
C 3.47949 -0.40490 -3.07615
H 1.65705 -2.75374 -0.22837
H 2.20463 -1.32516 0.69727
H 2.11067 0.90035 -0.32121
H 1.57039 1.08927 -2.00789
H 4.21581 -0.21192 0.14615
H 5.21060 -0.78196 -1.20636
H 3.05967 -3.62976 -2.02761
H 4.58774 -2.77265 -2.42284
H 0.95015 -2.54635 -2.47196
H 0.92739 -0.95520 -3.28946
H 2.92262 0.17721 -3.81096
H 4.49997 -0.55040 -3.42401
*
```

Löwdin population analysis, charges in e, atoms 1 to 5: 1.20 -0.03 -0.46 0.45 -0.12

5.
This record from the Open Molecules 2025 dataset describes a molecular structure, C24H58MoP2Si4Te in a non-equilibrium geometry. The level of theory is ωB97M-V with the def2-TZVPD basis set.

ΔE to the lowest compared entry with this formula, charge and spin ... 0.000 eV
HOMO energy (alpha / beta) ... -12.49 / -12.49 eV
Orbital gap (alpha / beta) ... 5.581 / 4.927 eV

ORCA input file:
```
! RIJCOSX wB97M-V def2-TZVPD def2/J DEFGRID3
* xyz 2 3
P 0.19630 -1.86813 -4.21490
P 0.13978 1.65660 -5.19270
C -0.36403 -0.99893 -5.76023
C 0.45985 0.21373 -6.21731
H -1.43026 -0.74184 -5.66319
H -0.27969 -1.75798 -6.54546
H 1.54520 0.03095 -6.24818
H 0.15000 0.49911 -7.23031
C -1.25779 2.59262 -5.87719
H -1.72135 3.19535 -5.08135
H -2.00605 1.90704 -6.29626
H -0.86527 3.26273 -6.65180
C 1.48951 2.88611 -5.36277
H 1.26269 3.57748 -6.19002
H 2.45460 2.38917 -5.55324
H 1.56825 3.47616 -4.43281
C -1.09596 -3.16024 -4.14169
H -0.97906 -3.86116 -3.27743
H -0.97315 -3.70068 -5.08446
H -2.09596 -2.71122 -4.13141
C 1.72135 -2.59275 -4.81308
H 2.43611 -1.80089 -5.08259
H 1.42450 -3.16291 -5.70690
H 2.14432 -3.27271 -4.06853
Mo -0.07037 -2.44771 -1.58165
C 0.31927 2.57016 -1.65963
C -0.97567 2.67153 -1.99582
C -1.70594 1.67502 -2.79670
C -1.99652 0.43929 -1.94820
C -1.11711 -0.61517 -2.44986
C 0.30970 -0.55554 -2.93276
C 1.34264 0.56215 -2.74873
C 1.12780 1.32519 -1.43108
C 1.90136 -2.87266 -1.06924
H 0.89316 3.47448 -1.43541
H -1.57789 3.56540 -1.87161
H -1.00034 1.34711 -3.64135
H -2.63425 2.04671 -3.25796
H -1.91263 0.54753 -0.86451
H -3.02259 0.06309 -2.10724
H -1.81100 -1.50477 -2.61523
H 0.96105 -1.25937 -2.04149
H 1.39082 1.32319 -3.56000
H 2.35539 0.12111 -2.72795
H 0.82270 0.69186 -0.55804
H 2.11764 1.70923 -1.13094
H 2.26562 -2.06476 -0.42153
H 2.55195 -2.99654 -1.93594
H 1.92650 -3.81164 -0.49896
C -3.59871 -0.12413 3.91230
Si -2.04931 -1.09245 4.40428
C -1.92768 -1.08806 6.28553
C -2.21134 -2.86563 3.79302
Si -0.23251 -0.09044 3.31237
Te -0.54474 -1.54015 0.77850
Si -0.18510 2.08686 4.24846
C -0.01918 2.00605 6.13652
C 1.26812 3.07467 3.58316
C -1.76100 3.04653 3.86257
Si 1.75611 -1.14160 3.99124
C 1.99840 -1.03582 5.85331
C 1.82627 -2.96069 3.46423
C 3.12110 -0.18294 3.10507
H -4.47208 -0.77904 4.05561
H -3.56803 0.17736 2.85598
H -3.73892 0.77614 4.52641
H -2.62076 -1.85360 6.66567
H -0.92791 -1.33279 6.66088
H -2.23615 -0.12727 6.71584
H -2.08600 -2.93918 2.70185
H -1.47321 -3.52493 4.26771
H -3.21465 -3.23303 4.05653
H 1.00120 1.74623 6.44797
H -0.24206 3.01502 6.51712
H -0.71176 1.30650 6.61957
H 1.33372 3.02783 2.48859
H 1.11440 4.12602 3.86756
H 2.22620 2.74261 4.00062
H -2.05115 2.94874 2.80815
H -2.60930 2.73646 4.48556
H -1.55621 4.10938 4.06021
H 1.08352 -1.23022 6.42270
H 2.74054 -1.79152 6.14797
H 2.38699 -0.05474 6.15021
H 1.40710 -3.11595 2.45904
H 2.87807 -3.28972 3.45123
H 1.27632 -3.60368 4.16864
H 2.80296 0.17116 2.11503
H 3.44585 0.68495 3.69460
H 3.98570 -0.84745 2.96385
*
```

Löwdin population analysis, charges in e, atoms 1 to 5: 0.88 0.84 -0.31 -0.37 0.10

Total energy per entry: -2305.80739, -4382.01108, -1780.49011, -4277.97382, -3125.34951 Ha